Record 1
A molecular structure, C15H20F3N3O4PdS in a non-equilibrium geometry. Source: the Open Molecules 2025 dataset; level of theory: ωB97M-V/def2-TZVPD.

Structure (XYZ):
```
47
Properties=species:S:1:pos:R:3:forces:R:3:lowdin_charge:R:1
Pd 0.053752 0.739279 -0.072518 0.3514 0.8053 0.5115 1.230
S 2.493406 0.253517 -1.083619 -0.4523 -1.0400 0.5816 0.632
F 1.947841 -0.645029 -3.480133 -0.0721 -0.0423 -0.0667 0.230
F 2.162433 1.507111 -3.358697 0.0313 -0.0435 -0.0653 0.211
F 0.393289 0.559083 -2.511143 0.0186 0.0201 0.0085 0.045
O -6.697222 -0.507583 0.931722 0.0996 -0.0120 -0.1236 -0.096
O 3.879284 0.019278 -1.144677 0.0178 0.7707 -0.0108 -0.146
O 1.919375 1.541013 -0.463644 0.3236 -0.8184 0.2538 -0.356
O 1.668371 -0.811068 -0.463451 0.1319 -0.0083 -0.8742 -0.358
N 0.230217 0.445493 1.959271 0.0329 0.0284 -0.7793 -0.260
N -4.234968 -0.034645 -0.268946 -0.0766 0.0957 -0.0129 -0.037
N -1.805238 0.188284 -0.201778 -0.5232 0.2827 0.0170 0.091
C 1.658915 0.120879 2.228249 0.0622 0.2501 0.4564 -0.012
C -5.787032 -1.582251 0.805717 -0.1697 0.0988 0.1009 -0.169
C -0.635090 -0.700802 2.339517 0.2713 -0.1076 0.2530 -0.023
C -0.183955 1.709534 2.662398 -0.1154 -0.1032 0.4455 -0.079
C -0.388507 2.655079 0.451114 0.2498 -0.2910 -0.7501 -0.133
C 1.759077 0.417847 -2.758500 -0.0535 0.1929 -0.0248 -0.649
C -5.201129 1.085772 -0.070397 0.1287 -0.0904 -0.0890 -0.059
C 0.054500 4.827361 -0.237733 -0.1305 0.0305 -0.0010 -0.014
C 0.468263 5.113844 1.055693 -0.0340 -0.0815 -0.0250 -0.013
C -6.060714 0.736257 1.126254 -0.0922 -0.1416 0.1214 -0.175
C -2.968784 0.130564 -0.216947 -0.0342 -0.4183 0.0184 -0.160
C 0.434185 4.141151 2.050851 -0.2295 0.0907 0.1972 0.024
C -0.374098 3.538626 -0.580194 -0.1319 0.3094 -0.0954 -0.053
C -0.025168 2.863842 1.754611 0.0963 0.1659 0.0000 -0.229
C -4.859812 -1.388099 -0.379011 0.1046 0.1028 -0.0322 -0.054
H -4.654557 2.016817 0.065316 0.0289 -0.0015 0.0216 0.137
H -5.450365 0.715036 2.039844 -0.0013 0.0164 0.0011 0.134
H 0.821997 6.106755 1.295496 0.0377 -0.0072 -0.0089 0.131
H 0.080885 5.585633 -1.009251 -0.0170 0.0231 0.0371 0.132
H -5.211315 -1.707320 1.731443 0.0288 0.0329 0.0099 0.134
H 1.721019 -0.092953 3.298059 0.0306 0.0450 -0.0028 0.129
H 0.749660 4.371415 3.061797 -0.0069 0.0348 -0.0233 0.139
H -1.231026 1.571918 2.927333 -0.0452 0.1062 0.0718 0.144
H 2.277063 0.982617 1.989966 -0.0020 -0.0028 -0.0064 0.114
H -6.844697 1.480320 1.246364 -0.0187 0.0195 0.0174 0.145
H -5.808220 1.149517 -0.972256 0.0070 0.0065 -0.0433 0.146
H 0.391821 1.804311 3.583340 0.0536 -0.1092 -0.0138 0.157
H -0.354644 -1.577481 1.761361 0.0299 -0.0190 -0.0277 0.114
H -0.446355 -0.893630 3.398545 -0.0212 -0.0461 -0.0144 0.129
H 1.965208 -0.747338 1.667120 -0.0126 -0.1213 -0.0334 0.089
H -1.675703 -0.451616 2.192092 -0.0606 0.0337 0.0082 0.078
H -0.677587 3.295187 -1.591542 0.1516 -0.0362 -0.0283 0.130
H -6.384673 -2.475927 0.643673 0.0061 -0.0624 0.0423 0.146
H -4.074572 -2.140635 -0.408517 0.0102 -0.0111 0.0028 0.140
H -5.413159 -1.411005 -1.316937 -0.0037 0.0527 -0.0246 0.146
```
Positions in Å, forces in eV/Å.

Summary:
F_max: 0.02478 Eh/bohr
Net charge: +2
LUMO: -10.078 eV
HOMO: -15.72 eV
Calculated total energy: -50986.8834 eV
Kohn-Sham gap: 0.208 hartree

=====

Record 2
A molecular structure, C15H20F5O2TeW in a non-equilibrium geometry. Source: the Open Molecules 2025 dataset; level of theory: ωB97M-V/def2-TZVPD.

Structure (XYZ):
```
44
Properties=species:S:1:pos:R:3:forces:R:3:lowdin_charge:R:1
W 0.270359 0.800702 1.394487 -4.8292 0.0208 -2.0938 1.324
Te -0.098663 -2.511081 3.951245 -0.0122 0.6980 -1.9011 1.810
F -0.160980 -0.703360 4.595521 0.0322 -0.8180 0.1768 -0.433
F 1.794275 -2.588044 4.189840 -0.5549 0.0580 0.2471 -0.423
F -0.173315 -2.976621 5.815150 0.0353 0.2491 -1.2190 -0.408
F -2.005126 -2.608964 4.013108 0.5219 0.0684 0.3151 -0.426
F -0.088670 -4.383951 3.613101 0.0298 0.4577 0.4266 -0.419
O -0.012588 -3.220069 -0.205213 0.8237 0.8198 -1.9779 -0.014
O -0.010722 -1.992296 2.180371 -0.1772 -0.3524 2.2815 -0.634
C -1.189060 2.527789 1.128269 -0.8082 -0.6223 -0.1474 -0.258
C 2.017801 0.645301 0.110957 0.6152 0.0995 -0.0039 -0.250
C -1.798150 0.172909 -4.202860 -0.2218 0.0928 -0.0182 -0.075
C 0.561199 1.287920 -3.915133 -0.0487 0.3402 -0.1030 -0.076
C -2.036262 0.481096 0.405728 0.4002 0.6327 0.6358 -0.173
C 0.449232 -2.810996 -1.255598 -0.3836 -1.0790 1.2026 -0.140
C -2.197234 0.549951 1.823042 0.3904 0.3627 -0.3772 -0.186
C 2.107181 0.923484 2.434541 1.3198 0.3650 0.6147 -0.271
C 1.858667 2.212284 1.833088 1.6124 -0.4191 -0.2962 -0.237
C 0.259254 -1.165913 -3.959832 -0.3076 0.8999 -0.0037 -0.004
C 2.212190 -0.049751 1.365294 1.1409 0.2072 0.2184 -0.280
C 1.802963 2.036929 0.405047 1.1931 -0.1309 0.6829 -0.231
C -1.689654 1.814664 2.279005 0.2475 -0.1540 -0.1878 -0.218
C -0.298339 0.063941 -4.061636 0.6563 -1.7387 0.2183 -0.398
C -1.391323 1.690436 -0.033374 -0.5949 -0.1269 0.7544 -0.223
H -0.826358 3.549155 1.123865 0.0586 -0.2252 -0.0148 0.100
H -1.714397 2.185095 3.299341 -0.0418 -0.1120 -0.2772 0.094
H 1.601183 1.031873 -3.689224 -0.2151 -0.0751 0.0023 0.073
H -2.148249 0.191507 -5.242459 0.2470 0.0762 0.0452 0.074
H 2.251669 0.720136 3.485138 0.0977 0.1252 -0.0410 0.098
H 2.170992 0.216870 -0.871178 -0.2444 0.1161 0.0430 0.080
H 0.580991 1.928172 -4.810841 -0.1927 -0.2455 0.0953 0.079
H 0.183367 -3.334316 -2.216873 0.1490 0.4366 0.3813 0.066
H 0.182524 1.912163 -3.102026 0.0278 0.0126 0.0457 0.063
H -1.221537 1.977902 -1.064248 0.1217 -0.1087 0.1775 0.079
H -2.289717 -0.685123 -3.722562 0.1746 0.2686 -0.1196 0.078
H 2.489959 -1.083789 1.484929 -0.2166 -0.0652 0.0377 0.098
H 1.321832 -1.285272 -3.729293 -0.2881 0.0611 -0.2919 0.060
H -0.331110 -2.085617 -4.030492 0.1301 0.4524 0.0193 0.055
H -2.389337 -0.316223 -0.239251 0.2922 0.0255 0.1772 0.097
H -2.641230 -0.209557 2.453483 0.1746 0.0123 -0.1017 0.095
H 1.854071 3.154013 2.364264 -0.4206 -0.1019 -0.0378 0.106
H 1.718240 2.827516 -0.330611 -0.3762 -0.1322 0.1267 0.106
H -2.176611 1.083863 -3.731917 0.0396 -0.0523 0.0391 0.070
H 1.200684 -1.974725 -1.334198 -0.5977 -0.3991 0.2484 0.071
```
Positions in Å, forces in eV/Å.

Summary:
F_max: 0.10236 Eh/bohr
Net charge: -1
<S²>: 2.010
LUMO (alpha / beta): 2.544 / 2.525 eV
HOMO (alpha / beta): -2.75 / -3.25 eV
2S+1: 3
Calculated total energy: -42678.4406 eV
Kohn-Sham gap (alpha / beta): 0.195 / 0.212 hartree

=====

Record 3
C15H20FNO7 in the gas phase in a non-equilibrium geometry. Source: the Open Molecules 2025 dataset; level of theory: ωB97M-V/def2-TZVPD.

Structure (XYZ):
```
44
Properties=species:S:1:pos:R:3:forces:R:3:lowdin_charge:R:1
F -0.745491 -2.649741 0.315140 -0.3556 -1.0766 4.2116 0.120
O -2.570330 1.083711 1.367642 0.4384 -1.7445 -1.3452 0.077
O 1.214037 2.185896 -0.757933 -0.6666 -2.2185 -1.2235 0.121
O -1.646310 -3.387565 -2.977771 -0.2357 -1.6427 2.4211 0.108
O 0.920852 0.920336 -2.661853 -0.3104 -1.0220 2.2672 0.102
O -2.644929 0.023656 -0.701664 1.1676 -0.8448 1.7235 -0.044
O 2.465338 0.072595 0.837834 -0.5978 -1.1952 0.4099 -0.098
O -2.521021 -4.148598 -0.966063 0.0880 -0.7587 -2.6452 0.156
N -0.590729 0.211481 0.564905 -4.6084 1.1026 0.8972 0.143
C 1.972803 -1.824986 -0.841429 -0.4741 -0.7710 2.9367 -0.028
C 3.406003 1.082675 2.927477 1.0047 -0.2441 -2.1121 -0.234
C 0.730113 -2.278215 -1.663317 0.9806 0.3181 1.2288 -0.092
C -3.778994 1.925623 -1.263574 0.9994 4.0279 -1.3032 -0.168
C 0.902285 1.129074 -1.285672 -0.3250 1.2833 0.5189 -0.336
C -2.952384 2.343807 -2.292182 -1.3240 -0.8365 2.8678 0.047
C -0.653894 -2.621652 -0.964470 2.5713 1.8697 -4.7996 -0.271
C -1.612909 -3.541793 -1.759671 0.2129 3.6943 -0.9309 -0.382
C 3.243527 2.290818 3.824297 -0.2645 -1.7320 -0.7726 -0.090
C -2.021748 0.430793 0.482768 0.9579 1.8014 -0.1629 -0.424
C -0.230465 -1.164705 -1.525254 -2.2593 -0.9240 -0.3115 -0.064
C 0.310092 -0.128924 -0.480887 0.1811 -0.8259 0.4014 -0.251
C -3.977224 0.554374 -0.877342 -1.8804 -2.2023 1.8713 -0.210
C 2.194835 0.505169 2.206479 -0.6327 1.4004 -0.2941 -0.203
C 1.444456 -0.837130 0.331173 1.9724 -1.1905 -1.5839 -0.213
H 2.590015 2.986120 3.401040 -0.9617 1.3145 -0.9132 0.054
H 4.010997 0.328676 3.445651 -0.2906 -0.0924 -0.1938 0.115
H 1.164426 -1.485353 1.180596 -0.7637 0.6914 -0.4996 0.148
H 0.990376 -2.806243 -2.573914 -0.4928 0.1862 -0.1142 0.147
H 1.096639 1.752366 -3.071711 0.4700 1.1963 -0.4423 0.105
H 2.731517 1.912654 4.676427 0.2276 0.2894 1.5004 0.069
H -2.713865 3.393218 -2.349818 -0.1508 0.1561 -0.2726 0.049
H -0.933644 -0.840514 -2.318131 0.9826 -0.0258 0.5139 0.152
H -4.563743 -0.017601 -1.664469 1.2822 0.2331 0.8620 0.146
H 4.220131 2.718748 3.895233 0.4137 0.3617 0.9775 0.074
H 3.979903 1.384416 2.051921 0.6426 0.1622 0.0606 0.110
H 2.550884 -2.677775 -0.385641 -0.3754 0.9325 -0.6375 0.132
H 1.797913 -0.256604 2.832127 -0.6574 -1.2506 0.1112 0.108
H -2.365463 -3.900985 -0.076282 0.3867 0.3531 1.6291 0.087
H 1.433506 1.306862 2.130188 0.2651 -0.1935 0.1057 0.122
H -4.591068 0.402772 0.141728 1.4376 0.5881 -2.2856 0.166
H -2.319030 1.658418 -2.846135 -0.3874 -0.0896 -0.2033 0.056
H 2.609073 -1.127287 -1.337526 0.6572 -0.1135 -1.2603 0.107
H -0.349566 0.402635 1.568349 0.2971 -0.2450 -1.9088 0.158
H -4.196917 2.688775 -0.538264 0.3774 -0.7225 -1.3000 0.126
```
Positions in Å, forces in eV/Å.

Summary:
F_max: 0.11196 Eh/bohr
Net charge: 0
LUMO: 0.481 eV
HOMO: -9.52 eV
Calculated total energy: -34415.7011 eV
Kohn-Sham gap: 0.368 hartree

=====

Record 4
A molecular structure, C15H20MgN2O2 in a non-equilibrium geometry. Source: the Open Molecules 2025 dataset; level of theory: ωB97M-V/def2-TZVPD.

Structure (XYZ):
```
40
Properties=species:S:1:pos:R:3:forces:R:3:lowdin_charge:R:1
Mg 1.568816 -0.825034 -0.310132 -0.2589 0.2626 1.5203 0.651
O 3.285608 -0.890850 0.511143 0.4021 0.4904 0.1420 -0.187
O 5.094917 0.342883 1.087950 -1.0615 -0.5130 -0.1225 0.003
N 1.068595 -1.934865 -2.051781 -0.2443 -0.2348 -1.1023 0.059
N 1.262746 0.723754 -1.728338 -0.2610 0.5426 -0.9783 0.061
C 0.882064 -1.170998 -3.168859 -0.2144 -1.3133 0.1481 -0.172
C -2.337085 1.545453 1.723888 -0.2614 0.3487 0.2265 -0.187
C 0.895798 3.003257 -2.421158 0.0789 -0.5985 0.1387 -0.029
C 0.689408 2.582081 -3.738288 0.1422 -0.2786 0.3305 -0.037
C -0.039806 -0.696078 1.187109 0.7422 -0.4540 -0.8158 -0.208
C 0.752807 1.217170 -4.028153 0.0457 -0.4868 0.4767 0.005
C 4.051307 -0.254649 1.368401 0.8686 0.0755 -0.7896 -0.681
C 3.619020 -0.289930 2.809424 -0.2079 -0.0032 0.5854 -0.026
C 0.459105 -1.747839 -4.380590 0.1714 0.3177 0.6783 0.006
C 1.007032 0.293977 -2.994839 0.0467 1.5033 0.4733 -0.178
C 1.194648 2.038495 -1.444476 -0.0082 -0.2782 -0.6425 -0.065
C 0.141267 -3.102867 -4.417732 0.1769 0.1283 0.3063 -0.037
C -2.711464 1.485992 0.249874 -0.1725 0.0290 -0.0893 -0.178
C 0.293084 -3.869507 -3.259862 0.1955 0.4504 0.2414 -0.033
C 0.790077 -3.252355 -2.102884 -0.0861 0.4099 -0.6019 -0.071
H 0.359683 -0.163397 2.058654 -0.1918 -0.1054 -0.0419 -0.044
H -0.231185 -3.539553 -5.341504 0.0886 0.0020 0.2148 0.116
H -0.185881 -1.755533 1.457578 -0.1960 0.2780 0.1675 -0.049
H -0.980805 -0.256978 0.858347 0.1866 -0.3427 0.2411 -0.097
H 2.999048 0.589400 3.025076 -0.0351 -0.1943 -0.1097 0.080
H -2.230577 0.665591 -0.286779 -0.0093 0.0387 0.1061 0.041
H -2.438514 2.414157 -0.257524 -0.0246 -0.0066 -0.0293 0.057
H 0.031103 -4.921740 -3.230718 0.0802 0.1504 -0.0641 0.111
H 4.490637 -0.215487 3.461948 -0.0352 -0.0444 -0.1360 0.075
H -3.790877 1.351420 0.145252 0.0325 0.0742 -0.0885 0.062
H 1.377860 2.315996 -0.401420 -0.0512 -0.1283 -0.4091 0.135
H 3.051102 -1.190485 3.047636 -0.0511 0.1214 -0.0474 0.074
H -2.749743 2.458014 2.166709 -0.0288 -0.0769 0.0002 0.062
H 0.355659 -1.099800 -5.248503 -0.0813 -0.4292 0.1324 0.105
H 0.579905 0.831118 -5.031226 0.0141 0.3941 0.2260 0.103
H 0.469472 3.297773 -4.532059 0.0785 -0.1992 0.2742 0.117
H 0.828191 4.047142 -2.129471 0.0295 -0.1796 -0.1310 0.111
H 0.954663 -3.823797 -1.185876 -0.0633 0.2437 -0.2836 0.131
H -2.746104 0.699835 2.285009 0.1739 0.0586 -0.1233 0.073
H -1.261881 1.570832 1.882172 -0.0099 -0.0523 -0.0236 0.041
```
Positions in Å, forces in eV/Å.

Summary:
F_max: 0.03066 Eh/bohr
Net charge: 0
LUMO: -1.277 eV
HOMO: -7.26 eV
Calculated total energy: -28401.2622 eV
Kohn-Sham gap: 0.220 hartree

=====

Record 5
C15H20N2O7S2 in the gas phase in a non-equilibrium geometry. Source: the Open Molecules 2025 dataset; level of theory: ωB97M-V/def2-TZVPD.

Structure (XYZ):
```
46
Properties=species:S:1:pos:R:3:forces:R:3:lowdin_charge:R:1
S -1.428868 0.191407 -1.725139 0.0701 0.3301 0.3522 1.179
S 1.561269 0.887861 -1.896279 0.1039 0.0370 -0.1910 0.645
O 2.290345 2.000095 -1.365388 0.0572 -0.1593 0.1827 -0.247
O 0.776075 3.576018 0.716599 -0.3325 0.1095 -0.1771 -0.004
O -0.892489 -2.612734 1.485499 -0.4599 0.0849 0.0203 0.067
O 1.658712 1.657552 1.480720 -0.0315 0.0840 0.1145 0.122
O 1.280051 0.834338 -3.297217 -0.2506 -0.2889 0.0091 -0.276
O -4.132254 -0.333633 -1.374144 0.2861 -0.0195 -0.1133 -0.085
O -4.593040 0.874665 0.462535 0.0602 -0.0982 -0.1147 0.121
N 0.994320 -3.739471 1.936158 0.2186 -0.3905 0.2766 0.181
N 2.379560 -0.485742 -1.511446 -0.5433 0.9627 -0.2780 -0.237
C -3.803028 0.472798 -0.355835 -0.3664 0.0709 0.1938 -0.506
C 1.869193 4.304100 1.264115 0.3631 0.0606 0.2586 -0.025
C 2.575952 -1.707589 0.631040 -0.2161 0.2041 -0.1241 -0.124
C 0.837173 2.259937 0.836366 -0.1592 -0.1252 0.3003 -0.492
C 0.891265 -2.420907 -1.063855 0.0135 0.0966 0.0361 -0.116
C -0.271667 1.590544 0.094123 0.2424 -0.2393 -0.3500 -0.152
C -0.022743 0.905047 -1.062924 0.1671 0.1310 -0.3259 -0.505
C -1.630822 1.531990 0.493594 -0.2384 -0.2362 -0.2920 -0.204
C 1.870424 -1.728443 -2.033991 -0.3026 -0.4644 -0.3499 -0.169
C 0.298445 -2.757084 1.322724 0.3413 0.3942 -0.2937 -0.523
C 3.098010 -0.567672 -0.257735 0.4954 0.1808 0.4948 -0.167
C -2.141560 2.178892 1.731676 -0.1242 0.0383 0.0825 0.006
C -5.493280 -0.731662 -1.439518 -0.4488 -0.0135 0.1135 -0.039
C 1.083330 -1.873412 0.360706 -0.0951 -0.1915 0.0988 -0.236
C -2.374739 0.792382 -0.400149 0.8107 0.0127 -0.1966 -0.323
H -5.590455 -1.329383 -2.341770 0.0170 0.0289 0.0462 0.095
H 2.757661 -1.451002 1.674514 0.0843 -0.0412 0.0194 0.127
H -0.142869 -2.267200 -1.371738 0.0443 -0.0799 0.0268 0.087
H -5.756656 -1.320135 -0.558349 0.0106 0.0369 -0.0891 0.102
H 3.108618 -2.630881 0.390267 0.0491 -0.0912 0.0680 0.115
H 1.989919 -3.829214 1.854611 -0.0085 0.0434 -0.0026 0.090
H 0.620719 -0.884714 0.428984 -0.0240 -0.1928 0.0812 0.124
H -3.216975 2.054943 1.805279 0.0352 0.0587 0.0883 0.073
H 2.766380 4.094419 0.679252 -0.0433 0.0344 0.0504 0.102
H -6.143320 0.144659 -1.484842 0.0445 -0.1012 -0.0181 0.099
H 1.390961 -1.490928 -2.983313 0.0971 -0.2808 -0.0421 0.114
H 0.506508 -4.333312 2.586471 0.0051 0.0271 -0.0525 0.115
H 1.600697 5.354795 1.193954 0.0070 -0.0680 -0.0105 0.096
H 2.977718 0.392545 0.242851 0.1587 -0.1906 0.0941 0.094
H 1.080785 -3.496537 -1.067496 -0.0159 -0.0318 -0.0138 0.123
H -1.892233 3.238815 1.723477 0.0019 0.0786 0.0455 0.093
H 2.729842 -2.375658 -2.235108 -0.0508 0.0813 -0.0558 0.131
H 4.163337 -0.709623 -0.474502 -0.0863 0.0411 0.0360 0.130
H 2.037685 4.012736 2.302842 -0.0057 0.0769 -0.0974 0.097
H -1.667940 1.726394 2.602366 0.0187 -0.0005 0.0985 0.101
```
Positions in Å, forces in eV/Å.

Summary:
F_max: 0.02217 Eh/bohr
Net charge: 0
LUMO: -0.137 eV
HOMO: -9.24 eV
Calculated total energy: -54863.2636 eV
Kohn-Sham gap: 0.334 hartree